33
Properties=species:S:1:pos:R:3:mulliken_charge:R:1 method="wB97M-V/def2-TZVPD" smiles=CC(C)CCn1c[n+](C[C@@H](C)Br)cn1 charge=+1 homo_lumo_gap_ev=9.150 e_homo_ev=-13.497 mol_weight_g_mol=261.19 de_lowest_kj_mol=153.6 lumo_ev=-4.3
C -0.893 0.088 -3.531 -0.94
C -0.419 0.980 -2.198 0.73
C -1.196 2.438 -2.123 -0.97
C 1.192 1.284 -2.242 -0.87
C 1.782 2.025 -0.888 -0.70
N 1.011 1.486 0.307 0.61
C 1.430 0.045 0.615 -0.23
N 0.502 -0.233 1.776 0.21
C 0.603 -1.612 2.390 -0.56
C -0.776 -2.139 3.102 -0.21
C -0.968 -3.717 2.667 -1.13
Br -0.660 -1.845 5.087 -0.08
C -0.362 0.969 2.090 -0.06
N 0.010 2.062 1.080 -0.55
H -1.570 -0.814 -3.142 0.26
H 0.026 -0.431 -4.068 0.28
H -1.534 0.769 -4.235 0.25
H -0.784 0.362 -1.270 0.01
H -0.408 3.323 -2.034 0.21
H -1.800 2.639 -3.107 0.34
H -1.927 2.434 -1.182 0.20
H 1.871 0.350 -2.438 0.36
H 1.395 2.041 -3.140 0.32
H 1.780 3.193 -0.982 0.37
H 2.911 1.693 -0.741 0.31
H 2.216 -0.651 0.098 0.33
H 0.940 -2.450 1.610 0.35
H 1.500 -1.562 3.176 0.38
H -1.683 -1.496 2.690 0.37
H -0.020 -4.300 3.084 0.34
H -1.974 -4.107 3.133 0.35
H -1.023 -3.779 1.481 0.33
H -1.171 0.958 2.937 0.38